1.
The following is a quantum chemistry calculation of C20H19FMoN3O10 as an isolated structure, from the OMol25 dataset.

Output
molar mass: 576.321 g mol⁻¹
energy relative to the best compared isomer or geometry (same formula, charge and spin): 0.000 eV
frontier orbital gap: 5.59 eV
HOMO energy: -11.32 eV
strongest force on any atom: 0.466 eV/Å
energy: -50562.5750 eV

```
! RIJCOSX wB97M-V def2-TZVPD def2/J DEFGRID3
* xyz 1 1
Mo 0.09 0.37 0.00
F 1.05 -1.17 7.37
O 1.30 1.10 1.21
O -1.68 -1.39 3.37
O 1.24 0.05 -1.13
O -1.68 -3.24 -0.11
O 2.88 0.56 8.54
O -2.07 0.87 -0.21
O -0.66 -1.32 -0.55
O 2.37 -0.15 2.74
O -0.51 -0.34 1.81
O 2.81 3.22 4.85
N 1.44 1.40 4.88
N -0.02 2.38 -0.80
N 2.81 1.88 6.69
C -2.97 -1.23 0.13
C -3.01 -0.07 -0.86
C -4.32 0.71 -0.78
C 1.64 0.75 2.54
C -0.51 2.51 -2.04
C 0.57 4.68 -0.83
C 2.39 2.24 5.43
C 1.01 0.24 5.53
C -4.19 1.46 0.56
C 0.08 4.83 -2.12
C -2.84 0.98 1.06
C 1.46 -0.08 6.74
C -1.74 -2.06 -0.15
C -2.89 -0.49 1.51
C 1.01 1.68 3.55
C -0.47 3.70 -2.73
C 0.52 3.46 -0.20
C -1.65 -0.83 2.32
C 0.17 6.14 -2.83
C 2.43 0.77 7.44
H -2.65 -0.29 -1.86
H -4.19 2.54 0.42
H -3.75 -0.70 2.13
H -0.07 1.61 3.45
H -5.17 0.03 -0.82
H 1.32 2.70 3.32
H -0.27 6.10 -3.82
H -0.86 3.75 -3.73
H 1.01 5.52 -0.30
H -3.84 -1.88 0.07
H -0.92 1.62 -2.50
H 3.49 2.49 7.12
H 0.92 3.31 0.79
H 1.21 6.45 -2.93
H -2.30 1.65 1.73
H -4.41 1.40 -1.62
H -4.97 1.21 1.28
H -0.34 6.92 -2.25
H 0.30 -0.39 5.00
*
```

2.
The following is a quantum chemistry calculation of C20H19FN2O3 in the gas phase, from the OMol25 dataset.

Output
molar mass: 354.381 g mol⁻¹
energy relative to the best compared isomer or geometry (same formula, charge and spin): 0.527 eV
frontier orbital gap: 8.03 eV
HOMO energy: -8.06 eV
strongest force on any atom: 0.714 eV/Å
SMILES: O=C(Nc1ccc(F)cc1)c1cccc2c1C(=O)N(C[C@@H]1CCCO1)C2
energy: -32890.1170 eV

```
! RIJCOSX wB97M-V def2-TZVPD def2/J DEFGRID3
* xyz 0 1
F -3.91 -5.20 2.37
O -0.88 0.96 0.40
O -0.14 4.31 -2.58
O 1.88 -2.74 0.89
N 0.36 2.76 -0.19
N -0.06 -1.55 0.91
C -1.64 -4.75 1.92
C -1.21 3.84 -1.78
C -0.98 -2.52 1.29
C 1.27 -1.70 0.74
C -0.73 3.69 -0.32
C -0.06 3.53 -3.76
C 3.41 -0.66 0.19
C -2.32 -2.11 1.39
C -3.30 -3.01 1.75
C 1.72 3.14 -0.46
C -0.65 -3.85 1.56
C 4.28 0.34 -0.18
C -2.95 -4.32 2.02
C 1.56 0.84 0.10
C 2.46 1.85 -0.27
C -0.57 2.15 -3.36
C 2.03 -0.45 0.34
C 3.81 1.63 -0.41
C 0.21 1.47 0.14
C -1.69 2.52 -2.40
H 3.77 -1.66 0.37
H -2.62 2.68 -2.94
H -2.01 4.59 -1.78
H -0.69 3.97 -4.54
H -0.92 1.57 -4.22
H -0.47 -0.63 0.75
H -1.56 3.33 0.29
H -1.86 1.76 -1.64
H -2.57 -1.08 1.18
H 5.33 0.13 -0.28
H -0.40 4.67 0.05
H -4.33 -2.70 1.83
H 0.21 1.58 -2.85
H -1.40 -5.78 2.14
H 0.37 -4.17 1.48
H 1.82 3.54 -1.47
H 0.98 3.54 -4.10
H 2.06 3.91 0.24
H 4.48 2.43 -0.69
*
```

3.
The following is a quantum chemistry calculation of C20H19N3O3 in the gas phase, from the OMol25 dataset.

Output
molar mass: 349.390 g mol⁻¹
energy relative to the best compared isomer or geometry (same formula, charge and spin): 1.057 eV
frontier orbital gap: 8.53 eV
HOMO energy: -7.97 eV
strongest force on any atom: 0.658 eV/Å
SMILES: CCc1ccccc1NC(=O)NNC(=O)c1ccc2ccccc2c1O
energy: -31662.5785 eV

```
! RIJCOSX wB97M-V def2-TZVPD def2/J DEFGRID3
* xyz 0 1
O -1.81 -1.13 -0.68
O -0.23 2.17 0.79
O 0.94 -0.70 -0.40
N -0.39 1.35 -1.30
N 1.00 1.31 -1.45
N 2.95 0.38 -0.67
C 5.79 -2.29 0.87
C -2.66 -0.19 -0.20
C -4.95 0.34 0.50
C 4.48 -2.70 0.69
C 5.21 2.29 0.82
C 5.65 1.32 -0.28
C 3.89 -0.52 -0.15
C -4.52 1.62 0.89
C -6.29 -0.07 0.64
C -3.22 1.99 0.72
C 3.54 -1.83 0.19
C -0.89 1.58 -0.03
C -4.02 -0.58 -0.03
C -6.69 -1.33 0.28
C 1.61 0.25 -0.77
C 5.21 -0.09 0.02
C -5.76 -2.24 -0.24
C 6.14 -0.99 0.53
C -2.28 1.10 0.14
C -4.45 -1.88 -0.39
H 7.16 -0.66 0.67
H 5.26 1.65 -1.25
H -3.72 -2.57 -0.79
H -0.86 -0.92 -0.52
H 3.34 1.25 -1.00
H -2.87 2.96 1.01
H 5.51 3.30 0.57
H 5.67 2.01 1.76
H -0.89 0.75 -1.94
H 1.43 2.23 -1.37
H 4.13 2.27 0.96
H -6.08 -3.23 -0.52
H -5.23 2.31 1.31
H 6.53 -2.96 1.26
H 6.74 1.34 -0.36
H -7.72 -1.64 0.39
H -7.01 0.63 1.04
H 2.52 -2.14 0.05
H 4.19 -3.71 0.95
*
```

4.
The following is a quantum chemistry calculation of C20H19N3O8S in the gas phase in a non-equilibrium geometry, from the OMol25 dataset.

Output
molar mass: 461.452 g mol⁻¹
energy relative to the best compared isomer or geometry (same formula, charge and spin): 5.277 eV
frontier orbital gap: 6.90 eV
HOMO energy: -8.17 eV
strongest force on any atom: 1.468 eV/Å
SMILES: COc1ccc(C(=S)N2CCOCC2)cc1OC(=O)c1cc([N+](=O)[O-])c(C)c([N+](=O)[O-])c1
energy: -52727.6118 eV

```
! RIJCOSX wB97M-V def2-TZVPD def2/J DEFGRID3
* xyz 0 1
S -1.24 4.05 -2.95
O 3.72 -4.57 0.55
O 0.81 0.21 3.26
O 3.28 -4.59 2.65
O -4.25 2.88 1.02
O -0.68 -1.72 -2.33
O 2.02 -1.54 -2.08
O -1.15 -0.16 2.48
O -0.69 -3.92 -2.08
N 3.07 -4.23 1.52
N -1.93 3.27 -0.52
N 0.03 -0.42 2.59
C -1.90 2.44 0.66
C -2.92 4.32 -0.42
C -0.39 -2.84 -1.65
C 0.28 -2.66 -0.32
C -3.30 1.86 0.91
C 3.43 -1.48 -2.03
C -0.09 -0.51 -2.04
C 1.85 0.88 -1.75
C 1.34 -3.49 0.03
C 1.97 -3.33 1.26
C -0.90 0.60 -1.91
C 1.03 1.99 -1.62
C 2.26 -2.23 3.51
C -0.35 1.86 -1.69
C -0.13 -1.70 0.58
C -4.29 3.68 -0.14
C 1.59 -2.35 2.19
C -1.22 3.06 -1.62
C 1.31 -0.39 -1.96
C 0.52 -1.53 1.79
H 2.00 -1.31 4.03
H -1.17 1.64 0.54
H 3.83 -0.88 -2.85
H -4.59 3.07 -1.01
H 1.98 -3.08 4.14
H -5.04 4.45 0.03
H -2.94 4.89 -1.35
H -2.66 4.99 0.41
H 1.47 2.96 -1.48
H 2.92 1.01 -1.70
H -1.97 0.48 -2.01
H 1.69 -4.25 -0.65
H -3.56 1.18 0.08
H -1.62 3.06 1.52
H 3.77 -1.08 -1.07
H -3.31 1.30 1.84
H 3.76 -2.51 -2.13
H 3.34 -2.28 3.41
H -0.98 -1.06 0.36
*
```

5.
The following is a quantum chemistry calculation of C20H19NO4 in the gas phase, from the OMol25 dataset.

Output
molar mass: 337.375 g mol⁻¹
energy relative to the best compared isomer or geometry (same formula, charge and spin): 1.021 eV
frontier orbital gap: 8.42 eV
HOMO energy: -8.35 eV
strongest force on any atom: 0.737 eV/Å
SMILES: COC(=O)C[C@H]1COc2ccccc2N1C(=O)/C=C/c1ccccc1
energy: -30728.7115 eV

```
! RIJCOSX wB97M-V def2-TZVPD def2/J DEFGRID3
* xyz 0 1
O 0.69 0.03 -5.38
O 0.63 -2.77 -1.47
O -1.84 1.27 -0.59
O -1.06 -1.20 -4.70
N -0.10 -0.16 -0.68
C 1.07 -0.75 -0.19
C -0.52 -0.67 -1.97
C 0.45 -0.24 -3.07
C 1.39 -2.05 -0.60
C 2.57 -2.64 -0.15
C -0.94 0.69 0.00
C 1.97 -0.05 0.61
C 3.13 -0.66 1.06
C -1.33 2.20 6.37
C -0.26 1.46 4.36
C -0.61 -2.20 -1.83
C -2.42 2.50 4.26
C -1.35 1.89 3.60
C 0.31 -0.18 -6.74
C 3.43 -1.96 0.68
C -0.25 1.62 5.73
C -0.08 -0.54 -4.45
C -1.40 1.73 2.16
C -2.42 2.64 5.63
C -0.74 0.80 1.45
H 0.65 0.83 -3.00
H -3.27 2.84 3.68
H 1.75 0.97 0.87
H -0.90 -2.65 -2.78
H -1.32 2.32 7.45
H -1.51 -0.26 -2.18
H 4.33 -2.43 1.03
H 0.61 -1.18 -7.06
H -3.26 3.10 6.13
H 1.41 -0.76 -2.96
H 3.81 -0.10 1.69
H 0.59 1.01 3.86
H 0.60 1.29 6.30
H 0.84 0.57 -7.32
H -2.05 2.41 1.61
H -1.37 -2.44 -1.07
H -0.12 0.06 1.93
H 2.79 -3.65 -0.48
H -0.77 -0.07 -6.85
*
```

6.
The following is a quantum chemistry calculation of a 2-piece molecular cluster, C20H19NO6 overall in a non-equilibrium geometry, from the OMol25 dataset.

Output
molar mass: 369.373 g mol⁻¹
energy relative to the best compared isomer or geometry (same formula, charge and spin): 6.390 eV
frontier orbital gap: 5.25 eV
HOMO energy: -7.25 eV
strongest force on any atom: 1.618 eV/Å
energy: -34818.3634 eV

```
! RIJCOSX wB97M-V def2-TZVPD def2/J DEFGRID3
* xyz 0 1
O 1.95 -0.42 3.09
O -0.50 -0.27 4.36
O -0.55 -1.51 -1.06
O -1.71 -7.44 0.67
O 2.45 1.58 2.16
O -1.58 1.65 4.25
N -0.59 0.90 3.93
C 4.51 2.03 1.06
C -0.49 2.17 -0.81
C 0.07 0.12 -2.64
C 0.25 1.45 -3.00
C -0.91 -4.16 -0.82
C -1.35 -8.38 -0.37
C -1.73 -3.90 1.45
C -1.22 -3.31 0.26
C -1.90 -5.26 1.56
C 1.63 0.72 2.82
C -1.03 -1.88 0.15
C -0.04 2.47 -2.09
C -1.06 -5.54 -0.72
C -0.39 -0.17 -1.36
C -1.26 -0.94 1.14
C -1.55 -6.11 0.48
C -0.67 0.83 -0.40
C -1.08 0.42 0.89
C 0.36 1.42 3.08
C 3.74 0.99 1.83
H -1.96 -8.22 -1.28
H 3.59 0.09 1.23
H -2.29 -5.72 2.47
H -1.38 1.17 1.61
H -0.79 -6.16 -1.57
H 4.27 0.73 2.76
H 4.74 2.89 1.68
H 0.27 -0.70 -3.33
H 5.45 1.59 0.73
H -1.58 -9.35 0.07
H 0.32 2.49 2.86
H 0.59 1.69 -4.01
H -1.58 -1.30 2.12
H 0.09 3.51 -2.39
H -0.71 2.95 -0.08
H -2.00 -3.25 2.28
H -0.28 -8.31 -0.63
H 3.95 2.36 0.18
H -0.54 -3.76 -1.76
*
```

7.
The following is a quantum chemistry calculation of a 2-piece molecular cluster, C20H20BN3 overall in a non-equilibrium geometry, from the OMol25 dataset.

Output
molar mass: 313.213 g mol⁻¹
energy relative to the best compared isomer or geometry (same formula, charge and spin): 0.000 eV
frontier orbital gap: 7.35 eV
HOMO energy: -7.92 eV
strongest force on any atom: 2.436 eV/Å
SMILES: Cn1cc(Cc2cn(C)c3ccccc23)c2ccccc21.BC#N
energy: -26209.3869 eV

```
! RIJCOSX wB97M-V def2-TZVPD def2/J DEFGRID3
* xyz 0 1
N 3.22 1.58 4.20
N -2.30 -1.72 3.76
N 0.81 4.32 8.35
C 3.13 0.24 4.56
C 1.02 1.19 4.52
C -2.50 -3.05 3.20
C -1.32 0.23 4.34
C 1.98 2.16 4.20
C 2.41 -2.31 5.28
C 3.76 -2.00 5.02
C 1.41 -1.34 5.20
C -2.68 0.20 4.88
C -1.17 -0.97 3.64
C 4.46 2.27 3.94
C 0.16 3.65 7.63
C -4.63 0.71 6.17
C -5.19 -0.54 5.81
C 4.13 -0.70 4.63
C -0.44 1.38 4.76
C 1.75 -0.03 4.81
C -4.50 -1.43 4.99
C -3.24 -1.04 4.53
C -3.39 1.11 5.67
B -1.00 3.01 6.84
H 2.14 -3.34 5.56
H 4.55 3.17 4.60
H -0.79 2.26 4.21
H -5.17 1.38 6.85
H -0.58 1.74 5.91
H 5.16 -0.43 4.40
H 5.29 1.61 4.13
H -1.40 3.70 5.99
H 4.52 -2.78 5.13
H -4.90 -2.40 4.71
H -1.79 2.55 7.59
H -6.17 -0.80 6.20
H 1.82 3.19 3.93
H 4.53 2.64 2.88
H 0.37 -1.59 5.36
H -1.69 -3.73 3.51
H -2.94 2.09 5.87
H -3.46 -3.44 3.56
H -0.30 -1.30 3.05
H -2.51 -3.03 2.09
*
```

8.
The following is a quantum chemistry calculation of C20H20BrN4O4Os as an isolated structure in a non-equilibrium geometry, from the OMol25 dataset.

Output
molar mass: 650.538 g mol⁻¹
energy relative to the best compared isomer or geometry (same formula, charge and spin): 0.000 eV
frontier orbital gap (alpha / beta): 6.64 / 6.64 eV
HOMO energy (alpha / beta): -11.26 / -11.26 eV
strongest force on any atom: 1.386 eV/Å
energy: -107720.5826 eV

```
! RIJCOSX wB97M-V def2-TZVPD def2/J DEFGRID3
* xyz 1 1
Os 0.53 -0.30 0.57
Br -5.87 -3.54 -1.21
O 1.78 -1.80 0.38
O -0.89 -1.43 1.40
O -0.43 1.29 0.78
O 2.99 -3.32 1.52
N 2.00 0.73 -0.44
N 2.33 -1.42 2.57
N -0.16 -0.50 -1.28
N 1.30 -0.45 2.60
C -2.18 -1.70 -0.63
C -1.96 -1.84 0.76
C 2.74 1.31 -2.67
C 1.37 0.65 -4.52
C -2.58 1.88 1.57
C 3.08 1.28 0.06
C -4.30 -2.84 -0.43
C -0.49 2.90 2.55
C 2.39 -2.29 1.46
C 0.46 0.04 -3.64
C 1.82 0.72 -1.80
C 2.49 1.28 -4.06
C 3.89 1.91 -2.09
C 0.67 0.07 -2.30
C -2.96 -2.48 1.52
C -1.29 -1.08 -1.55
C 4.06 1.89 -0.74
C -1.13 1.65 1.96
C -4.10 -2.96 0.95
C -3.37 -2.23 -1.20
H 0.51 -0.76 3.16
H -1.60 -1.11 -2.59
H -0.92 3.11 3.53
H -1.09 0.84 2.69
H 3.20 1.73 -4.74
H 0.59 2.76 2.68
H -3.53 -2.15 -2.27
H 3.19 1.25 1.14
H -2.78 -2.58 2.59
H -3.17 2.07 2.47
H -0.65 3.76 1.90
H -2.67 2.73 0.91
H 2.57 -1.85 3.45
H 4.63 2.37 -2.73
H -4.85 -3.44 1.56
H -2.99 1.00 1.07
H 4.93 2.32 -0.27
H 1.18 0.62 -5.59
H 1.68 0.40 3.01
H -0.41 -0.46 -4.06
*
```